{"formula": "C4H9S", "method": "ωB97M-V/def2-TZVPD", "symbols": ["C", "S", "H", "H", "H", "C", "C", "C", "H", "H", "H", "H", "H", "H"], "xyz": [[3.03812, -0.19941, -1.38391], [1.23890, 0.09661, -1.49919], [3.27571, -1.22638, -1.10757], [3.46248, 0.48437, -0.63302], [3.61961, 0.12378, -2.25786], [-1.79721, 0.83654, -0.06245], [-2.07293, -0.19624, 0.99774], [-1.13949, -0.69232, 1.79472], [-1.93813, 1.87857, 0.25883], [-2.43295, 0.69257, -0.93409], [-0.74357, 0.79621, -0.36876], [-3.01219, -0.72213, 0.90954], [-1.30383, -1.65647, 2.26735], [-0.19452, -0.21570, 2.01868]], "charge": -1, "relative_energy_kcal_mol": 22.0, "e_homo_ev": -2.162, "lumo_energy_ev": 4.171}